1.
Below is a structure of composition C2H15O14V, with properties calculated with the ωB97M-V functional and the def2-TZVPD basis.

The value obtained for the gap between HOMO and LUMO (alpha / beta) is 6.7 / 7.2 eV. The HOMO energy (alpha / beta) is -4.55 / -5.10 eV. As for the net charge: -1. Its multiplicity is 2.

Atoms and positions in Å:
O  -1.159  -0.038  -0.733
V  -0.739  -1.480  0.012
C  1.138  -0.231  1.169
O  0.038  -0.455  1.685
O  2.061  0.582  1.594
O  1.266  -0.745  0.032
H  1.765  0.933  2.460
C  -3.054  -1.996  0.432
O  -2.315  -1.214  1.101
O  -2.327  -2.485  -0.507
O  -4.184  -1.525  0.281
O  -0.393  2.189  0.265
H  -0.962  1.412  0.235
H  -0.543  2.561  -0.601
O  3.159  0.345  -1.527
H  2.355  0.673  -1.923
H  2.857  0.102  -0.618
O  -0.112  -1.967  -2.019
H  -0.782  -2.361  -2.598
H  0.608  -1.587  -2.622
O  0.033  -3.265  0.699
H  -0.665  -3.940  0.776
H  0.740  -3.726  0.203
O  -2.037  0.903  2.614
H  -1.701  1.753  2.988
H  -1.255  0.368  2.538
O  0.712  1.021  -2.455
H  0.590  1.958  -2.695
H  -0.063  0.794  -1.845
O  1.991  3.825  0.555
H  1.709  4.416  -0.103
H  1.261  3.188  0.603

2.
Below is the molecule C3H2ClNO, with properties calculated with the ωB97M-V functional and the def2-TZVPD basis.

The SMILES is Clc1cnoc1. The value obtained for the gap between HOMO and LUMO is 10.9 eV. The HOMO energy is -10.12 eV. As for the net charge: 0. Its multiplicity is 1.

Atoms and positions in Å:
Cl  2.433  -0.002  -0.030
C  0.709  0.014  -0.095
C  -0.249  1.095  -0.032
N  -1.469  0.644  -0.054
O  -1.423  -0.678  -0.011
C  -0.036  -1.121  -0.104
H  -0.008  2.141  0.099
H  0.043  -2.094  0.227

3.
Below is a cluster of 2 separate species, C4H4ClNOS in total, with properties calculated with the ωB97M-V functional and the def2-TZVPD basis.

The SMILES is CC#[N+][S-].OC#CCl. The value obtained for the gap between HOMO and LUMO is 7.5 eV. The HOMO energy is -7.82 eV. As for the net charge: 0. Its multiplicity is 1.

Atoms and positions in Å:
C  1.227  -0.524  -0.843
C  0.303  -1.123  0.017
N  -0.452  -1.852  0.488
S  -1.590  -2.692  1.186
H  0.763  0.206  -1.529
H  1.980  0.120  -0.155
H  1.792  -1.156  -1.473
O  0.247  1.992  1.197
C  -0.686  1.310  0.684
C  -1.491  0.910  -0.125
Cl  -3.069  0.526  -0.049
H  0.976  2.282  0.602

4.
Below is a cluster of 2 separate species, C22H31N4 in total, with properties calculated with the ωB97M-V functional and the def2-TZVPD basis.

The value obtained for the gap between HOMO and LUMO is 6.3 eV. The HOMO energy is -10.74 eV. As for the net charge: +1. Its multiplicity is 1.

Atoms and positions in Å:
C  -4.849  -2.813  -1.209
C  -4.760  -1.296  -1.384
C  -3.799  -0.616  -0.406
N  -2.504  -1.311  -0.314
C  -1.365  -0.671  -0.537
C  -0.092  -1.261  -0.417
C  0.988  -0.846  -1.172
C  2.211  -1.606  -1.312
C  3.108  -1.331  -2.380
C  4.296  -2.038  -2.514
C  4.644  -3.026  -1.581
C  3.767  -3.323  -0.535
C  2.566  -2.630  -0.391
C  -2.567  -2.753  -0.032
C  -3.484  -3.483  -1.016
H  -5.502  -3.057  -0.361
H  -5.322  -3.251  -2.096
H  -4.448  -1.071  -2.411
H  -5.751  -0.850  -1.256
H  -3.602  0.417  -0.722
H  -4.256  -0.582  0.595
H  -1.435  0.376  -0.866
H  0.020  -2.104  0.271
H  0.882  0.038  -1.806
H  2.830  -0.552  -3.096
H  4.962  -1.819  -3.350
H  5.575  -3.580  -1.692
H  4.023  -4.106  0.187
H  1.895  -2.849  0.444
H  -1.563  -3.188  -0.091
H  -2.929  -2.900  0.999
H  -3.607  -4.520  -0.679
H  -2.972  -3.533  -1.987
C  -2.374  3.708  -0.028
C  -1.010  3.942  0.029
N  -0.638  3.800  1.349
C  0.722  3.941  1.888
C  1.415  2.574  2.019
C  2.847  2.623  2.576
C  3.608  1.496  1.850
C  2.768  1.176  0.597
N  1.540  1.891  0.767
C  -1.777  3.505  2.065
N  -2.823  3.438  1.246
H  -3.010  3.737  -0.900
H  -0.322  4.214  -0.753
H  1.297  4.578  1.197
H  0.672  4.419  2.876
H  0.808  1.981  2.741
H  3.308  3.598  2.371
H  2.838  2.476  3.660
H  4.625  1.782  1.569
H  3.667  0.613  2.494
H  3.293  1.503  -0.324
H  2.609  0.093  0.486
H  0.733  1.658  0.202
H  -1.756  3.388  3.141

5.
Below is a structure of composition C47H39AsClIN3OPTi, with properties calculated with the ωB97M-V functional and the def2-TZVPD basis.

The value obtained for the gap between HOMO and LUMO (alpha / beta) is 7.4 / 7.5 eV. The HOMO energy (alpha / beta) is -10.50 / -10.55 eV. As for the net charge: +1. Its multiplicity is 2.

Atoms and positions in Å:
Ti  -0.672  -0.232  0.478
Cl  5.977  1.638  1.748
C  4.327  1.121  1.851
C  3.832  0.663  3.036
C  2.490  0.235  3.152
I  1.751  -0.421  4.973
C  1.664  0.256  2.059
O  0.393  -0.124  2.034
C  2.180  0.747  0.830
N  1.272  0.767  -0.203
C  1.671  1.265  -1.357
C  2.975  1.738  -1.579
C  3.888  1.696  -0.562
C  3.502  1.194  0.698
H  4.481  0.633  3.901
H  0.943  1.304  -2.160
H  3.232  2.126  -2.553
H  4.900  2.049  -0.710
C  -1.684  -3.185  0.834
N  -2.049  -1.768  0.908
C  -3.056  -1.354  1.614
C  -3.258  0.043  1.713
C  -4.198  0.835  2.360
C  -3.822  2.163  2.124
C  -2.664  2.121  1.355
N  -2.307  0.848  1.090
C  -0.207  -3.271  1.182
C  0.226  -3.686  2.430
C  1.573  -3.607  2.765
C  2.496  -3.096  1.862
C  2.074  -2.674  0.610
C  0.731  -2.766  0.274
H  -1.856  -3.539  -0.185
H  -2.294  -3.784  1.513
H  -3.722  -2.043  2.132
H  -5.046  0.484  2.927
H  -4.320  3.053  2.471
H  -2.081  2.953  0.989
H  -0.491  -4.066  3.149
H  1.905  -3.936  3.741
H  3.541  -3.030  2.136
H  2.791  -2.291  -0.106
H  0.406  -2.496  -0.733
C  -0.533  -0.747  -3.580
C  -1.267  -0.738  -4.910
As  -0.051  -0.468  -6.455
C  -1.418  0.233  -7.664
C  -1.058  1.213  -8.586
C  -1.987  1.705  -9.490
C  -3.286  1.215  -9.489
C  -3.649  0.231  -8.583
C  -2.718  -0.260  -7.675
C  0.649  1.252  -5.833
C  2.027  1.444  -5.820
C  2.568  2.645  -5.374
C  1.735  3.654  -4.915
C  0.356  3.465  -4.913
C  -0.183  2.276  -5.380
P  -1.599  -0.452  -2.109
C  -2.424  1.110  -2.526
C  -3.509  1.195  -3.398
C  -4.015  2.433  -3.760
C  -3.444  3.595  -3.257
C  -2.372  3.520  -2.380
C  -1.870  2.281  -2.013
C  -2.886  -1.732  -2.195
C  -4.133  -1.497  -1.615
C  -5.091  -2.497  -1.591
C  -4.812  -3.743  -2.143
C  -3.575  -3.984  -2.720
C  -2.613  -2.982  -2.745
H  0.195  0.068  -3.562
H  0.040  -1.665  -3.417
H  -1.975  0.089  -4.954
H  -1.824  -1.660  -5.069
H  -0.047  1.606  -8.593
H  -1.696  2.470  -10.198
H  -4.011  1.596  -10.195
H  -4.658  -0.161  -8.583
H  -3.021  -1.035  -6.980
H  2.680  0.658  -6.180
H  3.641  2.796  -5.398
H  2.155  4.591  -4.574
H  -0.300  4.254  -4.567
H  -1.261  2.154  -5.402
H  -3.957  0.292  -3.797
H  -4.855  2.493  -4.439
H  -3.844  4.559  -3.541
H  -1.936  4.424  -1.975
H  -1.046  2.227  -1.309
H  -4.351  -0.529  -1.177
H  -6.059  -2.307  -1.147
H  -5.564  -4.521  -2.130
H  -3.356  -4.951  -3.154
H  -1.649  -3.186  -3.195

6.
Below is the molecule C3H5N5, with properties calculated with the ωB97M-V functional and the def2-TZVPD basis.

The SMILES is C=Nn1nnc(C)n1. The value obtained for the gap between HOMO and LUMO is 10.5 eV. The HOMO energy is -10.29 eV. As for the net charge: 0. Its multiplicity is 1.

Atoms and positions in Å:
C  -0.097  1.361  -2.600
N  -0.997  1.431  -1.713
N  -0.764  0.750  -0.360
N  -1.602  0.938  0.680
N  -1.079  0.185  1.616
C  0.039  -0.382  1.136
C  0.743  -1.494  1.759
N  0.207  -0.056  -0.114
H  -0.234  1.667  -3.597
H  0.830  0.967  -2.505
H  0.395  -2.421  1.492
H  1.732  -1.623  1.376
H  0.826  -1.323  2.830

Result set for relative energy (zero: lowest compared OMol25 entry of this formula, charge and spin): 13.80 35.85 126.39 6.94 0.00 87.89 kcal per mole, one per record in the order listed.
Result set for largest force on an atom: 0.1426 0.0926 0.0913 0.0366 0.0133 0.0685 Eh/bohr, one per record in the order listed.